41
Properties=species:S:1:pos:R:3 method="wB97M-V/def2-TZVPD" gap_ev=4.0 total_energy_ha=-1052.3331 e_lumo_ev=1.4977 multiplicity=1 total_charge=-1
C 0.15486 0.40385 -1.89921
C 1.15944 -0.47992 -2.19383
N 2.42223 0.02412 -2.51766
O 3.37497 -0.72683 -2.87567
O 2.54236 1.27676 -2.43319
C -1.25753 0.17378 -2.10059
C -2.14934 1.27607 -2.21443
C -3.50465 1.07671 -2.41711
C -4.02017 -0.23025 -2.49654
C -3.14911 -1.32925 -2.44756
C -1.77857 -1.13685 -2.26822
H 0.44197 1.43143 -1.66067
H 1.01739 -1.55094 -2.17414
H -1.72843 2.28186 -2.12831
H -4.17444 1.93181 -2.49910
H -5.08937 -0.39130 -2.63749
H -3.53737 -2.34593 -2.53699
H -1.09091 -1.98749 -2.21504
C 4.60120 -2.39691 0.64644
C 4.00535 -1.01791 0.80586
O 2.58270 -1.22598 1.03572
C 1.82248 -0.11201 1.30288
C 0.43028 -0.48726 1.52042
C -0.51143 0.35723 2.14796
C -0.28483 1.76568 2.27468
C -1.27305 2.62252 2.72985
C -2.53336 2.13235 3.11185
C -2.75321 0.74111 3.10485
C -1.77514 -0.13451 2.64109
O 2.33073 1.01291 1.31765
H 5.55208 -2.36431 0.10508
H 4.80386 -2.82835 1.63346
H 3.92575 -3.07991 0.12278
H 4.44960 -0.52217 1.67738
H 4.15870 -0.41707 -0.10567
H 0.17897 -1.52145 1.30556
H 0.68631 2.13356 1.95583
H -1.06148 3.68787 2.80371
H -3.31287 2.81690 3.46333
H -3.70491 0.35262 3.48071
H -1.95107 -1.21256 2.63429